Record 1
{
  "formula": "C40H67ClF3N4O6S2",
  "method": "wB97M-V/def2-TZVPD",
  "homo_lumo_gap_ev": [6.425, 7.406],
  "homo_energy_ev": [-9.668, -10.648],
  "multiplicity": 3,
  "total_charge": 1,
  "symbols": ["C", "C", "O", "C", "C", "N", "C", "C", "C", "C", "S", "C", "S", "N", "C", "C", "O", "C", "C", "C", "C", "C", "C", "O", "C", "F", "F", "F", "C", "C", "C", "C", "O", "Cl", "H", "H", "H", "H", "H", "H", "H", "H", "H", "H", "H", "H", "H", "H", "H", "H", "H", "H", "H", "H", "H", "H", "H", "H", "H", "H", "H", "H", "H", "H", "H", "C", "C", "C", "C", "C", "C", "N", "O", "C", "C", "C", "H", "H", "H", "H", "H", "H", "H", "H", "H", "H", "H", "H", "H", "H", "H", "H", "H", "H", "C", "C", "C", "C", "C", "C", "N", "O", "C", "C", "C", "H", "H", "H", "H", "H", "H", "H", "H", "H", "H", "H", "H", "H", "H", "H", "H", "H", "H"],
  "xyz": [[-0.25, 0.78, -0.06], [1.01, 0.19, -0.65], [0.85, -1.20, -0.99], [1.13, -1.55, -2.32], [1.95, -2.83, -2.32], [1.21, -3.97, -1.74], [0.35, -4.65, -2.53], [0.12, -4.28, -3.98], [-1.36, -4.30, -4.36], [-2.08, -2.98, -4.08], [-2.63, -2.74, -2.36], [-4.17, -3.65, -2.33], [-4.21, -5.25, -2.73], [-5.25, -2.91, -1.99], [-6.50, -3.64, -1.80], [-7.60, -2.65, -1.45], [-7.37, -2.00, -0.20], [-6.03, -2.00, 0.19], [-5.05, -1.84, -0.96], [-0.32, -5.74, -2.01], [-0.16, -6.15, -0.70], [-0.96, -7.32, -0.20], [-0.31, -8.14, 0.92], [0.54, -9.13, 0.40], [-1.40, -8.76, 1.78], [-2.04, -7.83, 2.48], [-0.93, -9.66, 2.62], [-2.30, -9.38, 1.01], [0.72, -5.42, 0.08], [1.40, -4.34, -0.45], [2.32, -3.58, 0.48], [1.55, -2.68, 1.41], [0.36, -2.64, 1.51], [2.59, -1.75, 2.47], [-0.01, 1.83, 0.14], [-1.07, 0.77, -0.78], [-0.51, 0.31, 0.88], [1.81, 0.25, 0.10], [1.30, 0.77, -1.53], [0.19, -1.73, -2.84], [1.72, -0.80, -2.84], [2.24, -3.08, -3.33], [2.86, -2.66, -1.77], [0.65, -5.01, -4.58], [0.53, -3.31, -4.24], [-1.91, -5.08, -3.85], [-1.45, -4.52, -5.42], [-2.93, -2.87, -4.75], [-1.41, -2.14, -4.25], [-6.41, -4.37, -1.00], [-6.79, -4.14, -2.71], [-8.53, -3.21, -1.36], [-7.72, -1.90, -2.22], [-5.77, -2.90, 0.77], [-5.86, -1.16, 0.86], [-4.05, -1.87, -0.54], [-5.21, -0.87, -1.42], [-1.01, -6.30, -2.63], [-1.95, -6.98, 0.11], [-1.09, -8.00, -1.04], [0.28, -7.53, 1.60], [0.02, -9.90, 0.13], [0.88, -5.66, 1.11], [2.79, -4.32, 1.13], [3.14, -3.07, -0.01], [0.65, 2.69, 5.28], [0.36, 3.29, 3.89], [0.87, 4.73, 3.82], [0.03, 5.69, 4.66], [-1.44, 5.62, 4.27], [-2.02, 4.20, 4.30], [-1.11, 3.26, 3.57], [-1.31, 3.28, 2.30], [-2.24, 3.74, 5.75], [-3.38, 4.18, 3.62], [1.08, 2.42, 2.88], [1.73, 2.51, 5.36], [0.38, 3.33, 6.11], [0.14, 1.73, 5.40], [0.86, 5.06, 2.78], [1.91, 4.74, 4.15], [0.16, 5.49, 5.73], [0.40, 6.71, 4.50], [-2.04, 6.25, 4.93], [-1.56, 6.02, 3.25], [-2.48, 2.68, 5.79], [-3.09, 4.29, 6.17], [-1.40, 3.93, 6.41], [-3.34, 4.57, 2.61], [-4.07, 4.79, 4.20], [-3.78, 3.16, 3.58], [0.70, 1.40, 2.88], [2.14, 2.37, 3.13], [1.02, 2.80, 1.87], [2.14, 5.36, -2.73], [2.68, 4.93, -1.36], [3.69, 5.96, -0.84], [5.01, 5.94, -1.61], [5.62, 4.54, -1.61], [4.66, 3.46, -2.10], [3.34, 3.58, -1.41], [3.36, 3.03, -0.25], [4.49, 3.53, -3.63], [5.24, 2.08, -1.79], [1.48, 4.85, -0.42], [1.48, 6.22, -2.60], [2.90, 5.67, -3.43], [1.56, 4.56, -3.18], [3.89, 5.76, 0.22], [3.23, 6.95, -0.89], [4.87, 6.30, -2.63], [5.71, 6.64, -1.14], [6.51, 4.52, -2.23], [5.94, 4.29, -0.59], [3.68, 2.88, -3.96], [5.41, 3.19, -4.11], [4.31, 4.53, -4.01], [5.47, 1.96, -0.74], [6.16, 1.95, -2.36], [4.54, 1.29, -2.08], [0.78, 4.09, -0.74], [0.96, 5.81, -0.43], [1.78, 4.64, 0.61]],
  "lowdin_charge": [-0.049, -0.226, -0.153, -0.177, -0.061, 0.086, -0.127, -0.110, -0.253, -0.441, 0.905, -1.047, 0.700, -0.154, -0.191, -0.168, -0.110, -0.198, -0.144, 0.059, -0.121, -0.043, -0.271, 0.033, -0.634, 0.170, 0.190, 0.159, 0.078, -0.125, -0.100, -0.812, 0.082, 0.731, 0.057, 0.082, 0.077, 0.108, 0.113, 0.097, 0.138, 0.134, 0.124, 0.142, 0.097, 0.013, 0.125, 0.089, 0.063, 0.125, 0.112, 0.130, 0.130, 0.130, 0.134, 0.078, 0.133, 0.127, 0.147, 0.140, 0.150, 0.114, 0.135, 0.138, 0.112, -0.027, -0.484, -0.127, -0.166, -0.128, -0.492, -0.090, -0.030, -0.029, -0.045, -0.045, 0.088, 0.057, 0.094, 0.112, 0.128, 0.104, 0.114, 0.126, 0.125, 0.094, 0.087, 0.059, 0.078, 0.089, 0.091, 0.085, 0.094, 0.050, -0.028, -0.487, -0.128, -0.167, -0.129, -0.492, -0.093, -0.037, -0.029, -0.046, -0.037, 0.090, 0.058, 0.092, 0.127, 0.128, 0.105, 0.116, 0.127, 0.126, 0.089, 0.087, 0.060, 0.079, 0.089, 0.080, 0.088, 0.094, 0.059]
}

***

Record 2
{
  "formula": "C40H70F17IN2O20P5",
  "method": "wB97M-V/def2-TZVPD",
  "homo_lumo_gap_ev": 5.838,
  "homo_energy_ev": -10.556,
  "total_charge": 1,
  "symbols": ["C", "C", "C", "O", "C", "C", "C", "C", "C", "C", "C", "N", "N", "P", "O", "I", "C", "C", "C", "C", "C", "C", "C", "O", "C", "C", "O", "C", "C", "F", "F", "C", "F", "F", "C", "F", "F", "C", "F", "F", "C", "F", "F", "C", "F", "F", "C", "F", "F", "C", "F", "F", "F", "H", "H", "H", "H", "H", "H", "H", "H", "H", "H", "H", "H", "H", "H", "H", "H", "H", "H", "H", "H", "H", "H", "H", "H", "H", "H", "H", "H", "H", "H", "H", "H", "H", "H", "C", "O", "P", "O", "O", "C", "O", "C", "H", "H", "H", "H", "H", "H", "H", "H", "H", "C", "O", "P", "O", "O", "C", "O", "C", "H", "H", "H", "H", "H", "H", "H", "H", "H", "C", "O", "P", "O", "O", "C", "O", "C", "H", "H", "H", "H", "H", "H", "H", "H", "H", "C", "O", "P", "O", "O", "C", "O", "C", "H", "H", "H", "H", "H", "H", "H", "H", "H"],
  "xyz": [[-4.31, 4.29, 5.11], [-3.44, 4.06, 3.75], [-2.18, 5.04, 3.87], [-1.22, 4.98, 2.76], [-1.67, 4.18, 1.68], [-2.49, 4.90, 0.58], [-2.82, 6.48, 0.58], [-4.06, 6.88, 1.52], [-5.51, 6.66, 0.87], [-5.81, 5.17, 0.36], [-6.58, 6.94, 2.08], [-2.95, 4.15, -0.52], [-2.65, 2.86, -0.56], [-3.33, 2.02, -2.04], [-4.99, 2.51, -2.12], [-2.14, 2.72, -4.07], [-1.91, 1.99, 0.29], [-1.66, 0.45, -0.04], [-0.57, 0.24, -1.24], [0.19, -1.19, -1.14], [-0.80, -2.42, -0.84], [-0.08, -3.84, -1.19], [-1.00, -5.10, -0.75], [-0.52, -5.59, 0.53], [-1.26, -5.05, 1.62], [-2.83, -5.24, 1.85], [-0.63, -4.41, 2.50], [-1.34, 2.66, 1.60], [-0.52, 1.86, 2.72], [-0.44, 2.57, 3.96], [-1.18, 0.64, 3.09], [0.95, 1.48, 2.13], [0.99, 0.05, 2.13], [1.12, 1.87, 0.77], [2.17, 2.12, 2.94], [2.18, 1.46, 4.21], [2.07, 3.54, 3.08], [3.61, 1.89, 2.21], [3.66, 0.73, 1.41], [3.72, 3.00, 1.30], [4.86, 2.02, 3.20], [5.90, 2.65, 2.45], [4.63, 2.91, 4.29], [5.40, 0.61, 3.76], [5.89, 0.88, 5.08], [4.40, -0.37, 3.93], [6.64, -0.01, 2.95], [7.82, 0.69, 3.34], [6.48, 0.01, 1.54], [6.82, -1.58, 3.34], [5.96, -2.39, 2.55], [8.14, -1.95, 2.94], [6.73, -1.83, 4.71], [-3.96, 3.65, 5.98], [-5.40, 4.07, 4.80], [-4.29, 5.42, 5.33], [-3.19, 2.95, 3.67], [-4.16, 4.31, 2.89], [-1.60, 4.72, 4.81], [-2.46, 6.14, 4.01], [-1.84, 7.01, 0.83], [-3.11, 6.75, -0.49], [-3.96, 8.01, 1.71], [-4.07, 6.39, 2.55], [-5.75, 7.43, 0.05], [-6.94, 5.01, 0.26], [-5.38, 4.36, 1.07], [-5.35, 5.08, -0.69], [-6.05, 6.99, 3.10], [-7.13, 7.93, 1.92], [-7.33, 6.07, 2.18], [-5.26, 2.96, -1.28], [-2.62, -0.10, -0.36], [-1.25, -0.15, 0.84], [0.14, 1.12, -1.36], [-1.20, 0.17, -2.21], [0.65, -1.39, -2.18], [1.07, -1.12, -0.41], [-1.11, -2.39, 0.26], [-1.67, -2.33, -1.57], [0.12, -3.97, -2.31], [0.90, -3.97, -0.61], [-0.90, -5.95, -1.51], [-2.11, -4.80, -0.73], [-3.26, -6.16, 1.32], [-3.06, -5.28, 2.97], [-3.36, -4.31, 1.41], [1.38, -7.42, 1.11], [1.54, -8.53, 0.23], [1.20, -10.11, 0.83], [0.05, -9.63, 1.71], [2.62, -10.07, 1.67], [3.83, -10.03, 0.93], [0.90, -11.73, 1.30], [1.42, -12.22, 2.53], [1.95, -6.58, 0.71], [0.33, -7.13, 1.14], [1.74, -7.65, 2.11], [4.24, -9.02, 0.95], [3.67, -10.33, -0.11], [4.55, -10.71, 1.39], [1.27, -11.50, 3.33], [2.48, -12.45, 2.41], [0.90, -13.14, 2.77], [-0.10, 0.33, -10.15], [0.43, 1.51, -9.56], [-0.57, 2.41, -8.48], [-1.24, 1.16, -7.91], [-1.42, 2.97, -9.77], [-0.74, 3.82, -10.69], [-1.45, 3.40, -7.39], [-2.79, 3.77, -7.70], [0.49, 0.11, -11.04], [-0.01, -0.50, -9.46], [-1.15, 0.47, -10.45], [-0.51, 3.25, -11.59], [0.18, 4.22, -10.27], [-1.40, 4.65, -10.96], [-3.36, 2.92, -8.08], [-2.78, 4.59, -8.43], [-3.25, 4.15, -6.79], [12.69, -1.21, 7.64], [12.25, -2.49, 7.19], [13.02, -3.18, 5.82], [14.39, -2.61, 6.18], [12.19, -2.14, 4.85], [10.78, -2.27, 4.80], [13.70, -3.99, 4.46], [13.90, -3.28, 3.25], [11.89, -0.78, 8.25], [13.58, -1.32, 8.26], [12.88, -0.54, 6.80], [10.32, -1.48, 5.39], [10.45, -3.25, 5.17], [10.46, -2.17, 3.76], [14.33, -2.30, 3.43], [12.95, -3.19, 2.72], [14.57, -3.87, 2.63], [-7.75, -0.36, -5.31], [-7.35, 1.00, -5.36], [-8.19, 2.13, -4.37], [-8.37, 1.11, -3.24], [-9.47, 2.06, -5.40], [-9.29, 2.57, -6.72], [-8.98, 3.31, -3.40], [-10.40, 3.35, -3.34], [-7.38, -0.85, -6.22], [-7.28, -0.85, -4.46], [-8.83, -0.47, -5.27], [-9.17, 1.74, -7.42], [-8.41, 3.22, -6.78], [-10.17, 3.15, -7.00], [-10.81, 2.35, -3.23], [-10.79, 3.83, -4.24], [-10.68, 3.96, -2.48]],
  "lowdin_charge": [-0.089, -0.220, -0.169, -0.087, -0.034, -0.060, -0.085, -0.178, -0.361, -0.110, -0.086, 0.086, -0.273, 0.601, -0.364, 0.543, -0.041, -0.155, -0.207, -0.196, -0.193, -0.139, -0.157, -0.141, -0.406, -0.005, 0.050, 0.120, -0.218, 0.076, 0.065, -0.181, 0.083, 0.076, -0.179, 0.093, 0.097, -0.193, 0.110, 0.075, -0.177, 0.090, 0.099, -0.195, 0.087, 0.101, -0.196, 0.099, 0.099, -0.316, 0.110, 0.083, 0.129, 0.087, 0.088, 0.082, 0.113, 0.082, 0.146, 0.135, 0.132, 0.133, 0.139, 0.077, 0.142, 0.091, 0.079, 0.063, 0.074, 0.083, 0.082, 0.025, 0.115, 0.105, 0.107, 0.066, 0.127, 0.113, 0.112, 0.124, 0.120, 0.129, 0.138, 0.126, 0.096, 0.102, 0.092, -0.134, -0.323, 0.758, -0.236, -0.310, -0.118, -0.283, -0.127, 0.094, 0.059, 0.095, 0.088, 0.084, 0.089, 0.092, 0.085, 0.094, -0.134, -0.322, 0.761, -0.246, -0.305, -0.110, -0.361, -0.150, 0.093, 0.085, 0.089, 0.092, 0.086, 0.091, 0.096, 0.088, 0.057, -0.142, -0.329, 0.759, -0.232, -0.309, -0.122, -0.282, -0.128, 0.089, 0.086, 0.087, 0.090, 0.088, 0.074, 0.092, 0.083, 0.094, -0.138, -0.332, 0.748, -0.237, -0.308, -0.113, -0.292, -0.125, 0.091, 0.083, 0.089, 0.091, 0.083, 0.091, 0.093, 0.087, 0.093]
}

***

Record 3
{
  "formula": "C40H70N10",
  "method": "wB97M-V/def2-TZVPD",
  "homo_lumo_gap_ev": 11.420,
  "homo_energy_ev": -11.264,
  "smiles": "CCCC#N.CCCC#N.CCCC#N.CCCC#N.CCCC#N.CCCC#N.CCCC#N.CCCC#N.CCCC#N.CCCC#N",
  "symbols": ["C", "C", "C", "C", "N", "H", "H", "H", "H", "H", "H", "H", "C", "C", "C", "C", "N", "H", "H", "H", "H", "H", "H", "H", "C", "C", "C", "C", "N", "H", "H", "H", "H", "H", "H", "H", "C", "C", "C", "C", "N", "H", "H", "H", "H", "H", "H", "H", "C", "C", "C", "C", "N", "H", "H", "H", "H", "H", "H", "H", "C", "C", "C", "C", "N", "H", "H", "H", "H", "H", "H", "H", "C", "C", "C", "C", "N", "H", "H", "H", "H", "H", "H", "H", "C", "C", "C", "C", "N", "H", "H", "H", "H", "H", "H", "H", "C", "C", "C", "C", "N", "H", "H", "H", "H", "H", "H", "H", "C", "C", "C", "C", "N", "H", "H", "H", "H", "H", "H", "H"],
  "xyz": [[-2.32, -3.30, -2.74], [-2.12, -3.86, -4.17], [-1.90, -5.40, -4.10], [-2.94, -6.13, -3.33], [-3.75, -6.68, -2.72], [-3.27, -3.55, -2.27], [-2.09, -2.24, -2.78], [-1.59, -3.81, -2.11], [-1.18, -3.45, -4.52], [-2.91, -3.60, -4.87], [-0.98, -5.61, -3.56], [-1.85, -5.77, -5.13], [5.46, 2.68, 2.67], [4.59, 2.98, 3.92], [5.27, 3.99, 4.83], [5.46, 5.35, 4.29], [5.65, 6.45, 3.89], [4.83, 2.14, 1.96], [6.23, 1.98, 2.98], [5.78, 3.53, 2.08], [4.20, 2.12, 4.47], [3.66, 3.39, 3.54], [6.26, 3.62, 5.10], [4.73, 4.11, 5.77], [0.12, -1.95, 2.99], [1.53, -1.30, 2.85], [1.70, -0.02, 3.66], [0.72, 1.07, 3.59], [-0.08, 1.92, 3.55], [-0.74, -1.31, 2.84], [-0.06, -2.33, 4.00], [0.08, -2.83, 2.35], [1.70, -1.00, 1.82], [2.33, -1.97, 3.16], [2.63, 0.53, 3.56], [1.61, -0.29, 4.72], [7.39, -0.39, 0.79], [5.90, -0.77, 1.03], [5.56, -1.08, 2.53], [6.38, -2.15, 3.16], [7.02, -2.96, 3.68], [7.58, 0.58, 1.26], [7.56, -0.24, -0.27], [8.08, -1.11, 1.22], [5.53, -1.66, 0.51], [5.21, 0.03, 0.76], [4.55, -1.45, 2.69], [5.76, -0.18, 3.12], [-4.61, -0.47, 2.26], [-4.84, -0.19, 0.81], [-6.11, -0.81, 0.29], [-6.23, -2.26, 0.46], [-6.29, -3.40, 0.55], [-3.64, -0.16, 2.64], [-4.68, -1.54, 2.43], [-5.37, -0.04, 2.91], [-3.96, -0.51, 0.24], [-4.99, 0.88, 0.65], [-6.16, -0.67, -0.79], [-6.97, -0.33, 0.75], [-1.19, 0.20, -4.58], [0.08, 0.61, -5.31], [1.39, -0.16, -4.90], [1.36, -1.63, -4.99], [1.39, -2.76, -5.13], [-1.83, 1.08, -4.59], [-1.05, 0.03, -3.51], [-1.68, -0.62, -5.12], [0.15, 1.69, -5.15], [-0.08, 0.42, -6.37], [1.68, 0.10, -3.88], [2.25, 0.12, -5.51], [-6.45, 2.48, -3.55], [-6.10, 3.85, -3.02], [-5.75, 3.73, -1.57], [-4.56, 2.89, -1.33], [-3.64, 2.21, -1.13], [-6.56, 2.60, -4.62], [-7.42, 2.11, -3.23], [-5.69, 1.71, -3.39], [-6.93, 4.56, -3.05], [-5.22, 4.24, -3.52], [-6.61, 3.41, -0.98], [-5.47, 4.74, -1.24], [-3.00, -3.94, 1.89], [-3.42, -5.42, 1.82], [-3.21, -6.08, 0.45], [-1.79, -5.94, -0.02], [-0.71, -5.86, -0.41], [-3.59, -3.29, 1.24], [-1.96, -3.76, 1.64], [-3.11, -3.62, 2.93], [-4.44, -5.56, 2.16], [-2.81, -5.98, 2.54], [-3.92, -5.75, -0.30], [-3.36, -7.16, 0.49], [-0.98, -0.30, 0.12], [0.13, -0.90, -0.72], [1.21, 0.07, -1.27], [2.07, 0.69, -0.22], [2.74, 1.14, 0.61], [-1.65, -1.05, 0.54], [-1.60, 0.33, -0.53], [-0.51, 0.23, 0.95], [-0.33, -1.51, -1.50], [0.66, -1.69, -0.18], [0.76, 0.88, -1.84], [1.93, -0.44, -1.90], [2.31, 4.71, 0.09], [3.31, 5.31, 1.11], [3.73, 6.76, 0.78], [4.47, 6.76, -0.48], [5.01, 6.73, -1.49], [1.78, 3.85, 0.50], [2.79, 4.48, -0.86], [1.63, 5.54, -0.07], [4.19, 4.67, 1.16], [2.80, 5.26, 2.08], [4.41, 7.12, 1.55], [2.94, 7.52, 0.81]],
  "lowdin_charge": [-0.100, -0.235, -0.174, -0.214, 0.151, 0.071, 0.044, 0.052, 0.071, 0.106, 0.112, 0.114, -0.100, -0.245, -0.191, -0.199, 0.144, 0.035, 0.060, 0.073, 0.100, 0.092, 0.121, 0.118, -0.090, -0.225, -0.204, -0.243, 0.138, 0.058, 0.076, 0.065, 0.063, 0.102, 0.085, 0.121, -0.081, -0.231, -0.180, -0.229, 0.133, 0.062, 0.071, 0.070, 0.104, 0.065, 0.089, 0.090, -0.100, -0.283, -0.187, -0.226, 0.162, 0.076, 0.052, 0.083, 0.091, 0.083, 0.117, 0.124, -0.106, -0.227, -0.157, -0.228, 0.152, 0.072, 0.055, 0.076, 0.105, 0.106, 0.073, 0.116, -0.112, -0.268, -0.204, -0.207, 0.166, 0.073, 0.079, 0.072, 0.118, 0.117, 0.124, 0.119, -0.108, -0.244, -0.188, -0.232, 0.138, 0.043, 0.046, 0.074, 0.105, 0.106, 0.086, 0.114, -0.089, -0.240, -0.154, -0.172, 0.183, 0.060, 0.056, 0.060, 0.081, 0.102, 0.111, 0.103, -0.102, -0.254, -0.182, -0.242, 0.141, 0.052, 0.069, 0.071, 0.081, 0.102, 0.087, 0.120]
}

***

Number 1: largest force on an atom 1.57 eV/Å. Number 2: largest force on an atom 8.78 eV/Å. Number 3: largest force on an atom 3.23 eV/Å.